No. 1
{"formula": "C4H10N4", "method": "the ωB97M-V functional and the def2-TZVPD basis", "symbols": ["C", "N", "C", "N", "H", "H", "H", "H", "C", "C", "N", "N", "H", "H", "H", "H", "H", "H"], "positions_angstrom": [[1.1057, 1.5116, -0.6570], [1.1715, 1.0103, 0.7218], [1.3901, 2.9443, -0.7795], [1.6131, 4.0722, -0.8079], [2.0722, 1.2283, 1.1363], [0.4612, 1.4630, 1.2884], [0.1134, 1.3036, -1.0657], [1.8192, 0.9551, -1.2699], [-2.2226, -1.2076, 0.6083], [-1.1866, -1.2696, -0.4504], [0.3599, -1.8720, 0.1155], [-0.9734, -0.9852, -1.6137], [0.4944, -2.7953, 0.5267], [0.8159, -1.1314, 0.6561], [0.4140, -1.6395, -1.0459], [-2.4776, -2.2109, 0.9565], [-1.8547, -0.6471, 1.4706], [-3.1156, -0.7296, 0.2100]], "e_homo_ev": -8.29, "e_above_lowest_ev": 3.139}

---

No. 2
{"formula": "AlHO3S", "method": "the ωB97M-V functional and the def2-TZVPD basis", "symbols": ["S", "O", "O", "Al", "O", "H"], "positions_angstrom": [[-0.6603, 0.0985, 0.9868], [0.2760, -0.4289, 1.9306], [-0.3003, -0.0720, -0.4307], [1.0009, 0.2514, -1.5018], [-1.4877, 1.2331, 1.2819], [1.1714, -1.0821, -2.2667]], "total_charge": 2, "e_homo_ev": -23.45}

---

No. 3
{"formula": "CFOPS", "method": "the ωB97M-V functional and the def2-TZVPD basis", "symbols": ["C", "O", "F", "P", "S"], "positions_angstrom": [[0.6825, 0.1941, -0.1594], [-1.7346, -0.0499, 0.6922], [1.0300, 1.2262, -0.8221], [-0.4808, -0.7885, 0.8492], [0.6307, -1.7878, -1.2471]], "e_homo_ev": [-9.63, -9.46], "e_above_lowest_ev": 4.696}

---

No. 4
{"formula": "C22H15BrCuN2", "method": "the ωB97M-V functional and the def2-TZVPD basis", "symbols": ["Cu", "Br", "C", "C", "C", "C", "C", "C", "C", "C", "C", "C", "H", "H", "H", "H", "H", "H", "C", "C", "C", "C", "C", "C", "N", "N", "C", "C", "C", "C", "C", "C", "H", "H", "H", "H", "H", "H", "H", "H", "H"], "positions_angstrom": [[-0.8859, 0.5008, -0.7164], [0.6507, 2.8272, -0.6751], [0.4915, 2.9452, 1.2172], [1.1131, 3.9948, 1.8297], [1.0296, 4.1284, 3.2304], [0.3359, 3.2086, 3.9580], [-0.3109, 2.1139, 3.3305], [-1.0194, 1.1652, 4.1002], [-1.6384, 0.1200, 3.4735], [-1.5755, -0.0154, 2.0735], [-0.9024, 0.8639, 1.2358], [-0.2551, 1.9511, 1.9130], [1.6655, 4.7154, 1.2424], [1.5218, 4.9620, 3.7165], [0.2665, 3.2990, 5.0369], [-1.0590, 1.2856, 5.1774], [-2.1855, -0.6139, 4.0572], [-2.0957, -0.8635, 1.6383], [3.5274, -3.1442, 0.4959], [2.8907, -2.0419, 1.0487], [1.8437, -1.4341, 0.3729], [1.4285, -1.9417, -0.8544], [2.0642, -3.0473, -1.4158], [3.1137, -3.6414, -0.7339], [0.3622, -1.2420, -1.4819], [-0.1465, -1.8131, -2.4613], [-1.2012, -1.0856, -3.0801], [-1.6320, -1.6389, -4.2869], [-2.6354, -1.0059, -4.9986], [-3.1808, 0.1615, -4.4726], [-2.7364, 0.6738, -3.2584], [-1.7302, 0.0763, -2.4851], [4.3493, -3.6171, 1.0200], [3.2103, -1.6524, 2.0071], [1.3142, -0.5767, 0.7722], [1.7295, -3.4186, -2.3735], [3.6183, -4.4988, -1.1631], [-1.1633, -2.5502, -4.6407], [-2.9888, -1.4059, -5.9415], [-3.9707, 0.6754, -5.0121], [-3.2136, 1.5806, -2.8957]], "total_charge": -1, "e_homo_ev": -3.63}

---

No. 5
{"formula": "C23H33AuN4O7S", "method": "the ωB97M-V functional and the def2-TZVPD basis", "symbols": ["Au", "C", "N", "C", "C", "O", "C", "O", "C", "C", "O", "N", "C", "C", "H", "H", "H", "H", "H", "H", "H", "H", "H", "H", "H", "H", "H", "H", "H", "H", "C", "C", "C", "N", "C", "C", "H", "H", "H", "H", "H", "C", "C", "C", "C", "C", "C", "C", "S", "O", "O", "N", "C", "C", "C", "O", "O", "H", "H", "H", "H", "H", "H", "H", "H", "H", "H", "H", "H"], "positions_angstrom": [[-0.0111, -0.0645, 1.8086], [2.1485, 0.8699, -2.9795], [1.7875, -0.1119, -1.9457], [2.0676, -1.5164, -2.2661], [1.2908, 0.2427, -0.7925], [0.9730, -0.6568, 0.0618], [1.0869, 1.7331, -0.5206], [1.0937, 1.9065, 0.8841], [0.5171, 3.0887, 1.3966], [-0.1388, 2.7289, 2.7290], [-0.2245, 1.5209, 3.1586], [-0.5998, 3.6956, 3.4727], [-0.4509, 5.1044, 3.0830], [-1.2458, 3.4097, 4.7612], [2.3195, 0.3253, -3.9027], [3.0635, 1.4001, -2.7163], [1.3377, 1.5747, -3.1496], [3.1388, -1.6316, -2.4271], [1.5303, -1.7879, -3.1727], [1.7491, -2.1536, -1.4506], [0.1145, 2.0148, -0.9467], [1.8732, 2.3240, -0.9886], [-0.2878, 3.4378, 0.7469], [1.2656, 3.8759, 1.5045], [0.5929, 5.3633, 2.9145], [-0.8224, 5.7191, 3.8957], [-1.0339, 5.3171, 2.1875], [-1.6504, 2.4041, 4.7536], [-2.0480, 4.1268, 4.9096], [-0.5207, 3.5006, 5.5692], [3.8769, -1.3859, 4.2231], [3.6606, -0.0359, 3.9909], [2.5331, 0.3544, 3.3007], [1.6533, -0.5533, 2.8532], [1.8519, -1.8636, 3.0675], [2.9562, -2.3124, 3.7581], [4.7582, -1.7139, 4.7578], [4.3541, 0.7143, 4.3425], [2.3119, 1.3876, 3.0937], [1.1088, -2.5470, 2.6761], [3.0832, -3.3719, 3.9268], [-0.0318, -5.6489, -3.4357], [-0.5036, -4.2296, -3.2804], [-0.2044, -3.4895, -2.1432], [-0.6260, -2.1715, -2.0120], [-1.3661, -1.5967, -3.0321], [-1.6849, -2.3191, -4.1785], [-1.2514, -3.6245, -4.2927], [-1.9272, 0.0646, -2.9148], [-1.9502, 0.6606, -4.2132], [-1.1760, 0.6894, -1.8408], [-3.4818, -0.1301, -2.4581], [-3.7231, -0.3827, -1.0388], [-3.6157, 0.8954, -0.1981], [-2.3895, 1.0762, 0.6426], [-2.0579, 2.1591, 1.0775], [-1.6626, -0.0215, 0.8311], [0.6136, -5.9514, -2.6134], [0.5154, -5.7730, -4.3705], [-0.8802, -6.3338, -3.4740], [0.3696, -3.9533, -1.3493], [-0.3897, -1.5889, -1.1298], [-2.2535, -1.8500, -4.9704], [-1.4945, -4.1922, -5.1825], [-4.1403, 0.4460, -2.9656], [-2.9924, -1.1286, -0.7285], [-4.7088, -0.8235, -0.9144], [-4.4733, 1.0160, 0.4675], [-3.5780, 1.7674, -0.8507]], "total_charge": 2, "e_homo_ev": -13.86, "e_above_lowest_ev": 0.413}

---

No. 6
{"formula": "C2H8BFLuN2O4S", "method": "the ωB97M-V functional and the def2-TZVPD basis", "symbols": ["C", "N", "C", "B", "O", "N", "O", "S", "O", "O", "F", "H", "H", "H", "H", "H", "H", "H", "H", "Lu"], "positions_angstrom": [[-1.8724, -0.3031, 0.6085], [-0.3703, -0.5233, 0.6065], [0.1203, -1.0600, 1.9159], [0.3716, 0.6071, 0.2648], [0.7311, 1.5661, 1.1202], [1.0114, 0.7243, -1.1801], [2.0145, -0.2488, -1.3235], [-0.1008, 0.7079, -2.6404], [-0.9270, -0.3913, -2.4321], [0.7709, 0.8966, -3.6951], [-0.7319, 1.9912, -2.1455], [-2.3608, -1.2534, 0.7354], [-2.0959, 0.3736, 1.4211], [-2.2102, 0.0993, -0.3290], [0.7849, -1.9267, 1.7845], [0.6070, -0.2947, 2.5297], [-0.6933, -1.4381, 2.5185], [0.6508, 2.4806, 0.7835], [1.6796, -1.1941, -0.9448], [2.6203, -0.8132, 0.4018]], "total_charge": 3, "e_homo_ev": -22.50}

---

No. 7
{"formula": "C7H15N2O", "method": "the ωB97M-V functional and the def2-TZVPD basis", "symbols": ["C", "C", "C", "C", "C", "C", "C", "N", "N", "O", "H", "H", "H", "H", "H", "H", "H", "H", "H", "H", "H", "H", "H", "H", "H"], "positions_angstrom": [[1.7723, 1.8976, 0.2531], [2.5213, 0.5883, -0.1334], [0.2939, 0.1971, 0.4098], [-3.4173, 0.0736, -0.4248], [1.6980, -1.8228, -0.4455], [-1.0295, -0.2334, -0.0397], [-2.2597, 0.6156, 0.3594], [0.6029, 1.5738, 0.4947], [1.4644, -0.3508, -0.5668], [0.8008, -0.3506, 1.9221], [2.2568, 2.8351, 0.3643], [3.0862, 0.9361, -1.1120], [3.1655, 0.1336, 0.6632], [-4.3390, 0.4983, -0.0694], [-3.4767, -0.9293, -0.2613], [-3.2456, 0.0570, -1.5291], [1.0682, -2.3395, -1.0865], [2.7315, -2.1385, -0.5904], [1.2509, -2.0288, 0.5149], [-1.0962, -0.2610, -1.1430], [-1.2103, -1.2940, 0.1558], [-2.5423, 0.5539, 1.4029], [-1.8185, 1.5456, -0.0397], [1.3477, -0.0829, -1.5579], [0.3746, 0.3260, 2.4592]], "total_charge": 1, "e_homo_ev": [-10.41, -15.01], "spin_multiplicity": 3, "e_above_lowest_ev": 2.740}